Record 1
{
  "formula": "C20H39B2FN4O11PS",
  "method": "ωB97M-V/def2-TZVPD",
  "lumo_energy_ev": 2.55,
  "homo_lumo_gap_ha": 0.29401,
  "charge": -1,
  "homo_energy_ev": -5.454,
  "molar_mass_g_mol": 615.21,
  "elements": ["C", "C", "O", "C", "C", "O", "B", "B", "O", "O", "C", "O", "C", "C", "C", "C", "O", "O", "P", "N", "O", "C", "C", "C", "N", "S", "O", "O", "F", "O", "H", "H", "H", "H", "H", "H", "H", "H", "H", "H", "H", "H", "H", "H", "H", "H", "H", "H", "H", "H", "H", "H", "H", "H", "H", "C", "C", "C", "C", "N", "H", "H", "H", "H", "H", "H", "H", "C", "C", "C", "C", "N", "H", "H", "H", "H", "H", "H", "H"],
  "coordinates": [[4.91, 2.18, 0.94], [4.12, 3.10, 0.02], [3.71, 2.44, -1.16], [2.51, 1.66, -1.00], [2.00, 1.36, -2.41], [0.62, 1.42, -2.56], [-0.17, 0.65, -1.62], [0.22, -1.01, -1.39], [-0.27, -1.74, -0.31], [0.99, -1.76, -2.31], [0.25, -2.06, -3.50], [-1.55, 0.53, -2.23], [-2.47, 1.44, -1.71], [-2.81, 2.65, -2.62], [-1.90, 2.89, -3.84], [-1.00, 4.08, -3.65], [-1.45, 5.18, -3.34], [0.34, 3.92, -3.89], [-4.04, 0.41, -1.67], [-3.44, -1.16, -1.38], [-4.41, 0.33, -3.30], [-1.84, 1.73, -0.29], [-2.41, 0.92, 0.93], [-1.38, 0.46, 1.92], [-1.48, 0.67, 3.18], [-1.83, 3.47, 0.30], [-1.53, 3.55, 1.69], [-1.11, 4.32, -0.58], [-3.36, 3.83, 0.15], [-0.51, 1.43, -0.38], [5.82, 1.88, 0.43], [5.15, 2.71, 1.86], [4.32, 1.32, 1.20], [3.27, 3.54, 0.54], [4.77, 3.90, -0.31], [1.81, 2.25, -0.42], [2.77, 0.71, -0.53], [2.42, 0.40, -2.73], [2.44, 2.11, -3.06], [0.41, -2.32, 0.04], [0.63, -1.45, -4.31], [-0.80, -1.84, -3.36], [0.40, -3.11, -3.73], [-3.81, 2.53, -3.01], [-2.83, 3.59, -2.09], [-2.56, 3.21, -4.65], [-1.39, 2.00, -4.18], [0.78, 4.26, -3.11], [-2.49, -1.19, -1.01], [-4.09, -1.70, -0.84], [-5.32, 0.03, -3.30], [-3.10, 1.55, 1.47], [-2.99, 0.06, 0.62], [-0.49, -0.06, 1.60], [-2.33, 1.20, 3.38], [-2.52, -3.37, 7.55], [-1.88, -2.05, 7.12], [-2.39, -1.55, 5.77], [-2.00, -2.43, 4.67], [-1.70, -3.15, 3.83], [-2.27, -4.17, 6.86], [-2.16, -3.66, 8.54], [-3.60, -3.28, 7.60], [-0.79, -2.17, 7.09], [-2.09, -1.29, 7.87], [-1.99, -0.56, 5.56], [-3.48, -1.46, 5.79], [4.20, -4.82, -0.58], [3.14, -4.13, -1.43], [3.45, -2.65, -1.70], [3.42, -1.85, -0.49], [3.37, -1.21, 0.47], [4.26, -4.38, 0.41], [3.96, -5.88, -0.46], [5.18, -4.75, -1.05], [2.17, -4.21, -0.95], [3.06, -4.64, -2.39], [2.72, -2.24, -2.40], [4.44, -2.55, -2.17]],
  "lowdin_charge": [-0.078, -0.291, -0.158, -0.144, -0.187, 0.025, -0.776, -0.472, 0.144, -0.089, -0.028, -0.030, -0.457, -0.134, -0.058, -0.472, 0.067, 0.084, 0.881, -0.143, -0.301, -0.421, -0.119, -0.198, 0.097, 0.704, -0.244, -0.229, -0.156, 0.025, 0.070, 0.068, 0.048, 0.114, 0.108, 0.128, 0.076, 0.117, 0.120, 0.093, 0.098, 0.093, 0.086, 0.082, 0.081, 0.123, 0.119, 0.116, 0.019, 0.024, 0.014, 0.102, 0.079, 0.107, 0.041, -0.117, -0.265, -0.203, -0.250, 0.146, 0.071, 0.066, 0.072, 0.112, 0.104, 0.097, 0.118, -0.113, -0.251, -0.182, -0.205, 0.188, 0.072, 0.067, 0.072, 0.109, 0.109, 0.091, 0.124]
}


Record 2
{
  "formula": "C20H39BFNO7",
  "method": "ωB97M-V/def2-TZVPD",
  "lumo_energy_ev": 0.29,
  "homo_lumo_gap_ha": 0.31553,
  "homo_energy_ev": -8.292,
  "smiles": "CCCCCCCC(=O)O[C@@](N=C(C)C)(B(O)OCC)[C@@H](F)CC.COC(=O)OC",
  "molar_mass_g_mol": 435.34,
  "elements": ["C", "C", "C", "C", "C", "C", "C", "C", "O", "O", "C", "N", "C", "C", "C", "B", "O", "O", "C", "C", "C", "F", "C", "C", "H", "H", "H", "H", "H", "H", "H", "H", "H", "H", "H", "H", "H", "H", "H", "H", "H", "H", "H", "H", "H", "H", "H", "H", "H", "H", "H", "H", "H", "H", "H", "H", "H", "C", "O", "C", "O", "O", "C", "H", "H", "H", "H", "H", "H"],
  "coordinates": [[0.40, 1.62, -1.82], [0.14, 2.18, -0.43], [-0.81, 3.38, -0.44], [-1.88, 3.32, 0.65], [-2.82, 2.12, 0.45], [-2.69, 1.04, 1.52], [-3.62, -0.14, 1.21], [-2.94, -1.48, 1.13], [-3.13, -2.26, 0.22], [-2.18, -1.73, 2.24], [-0.76, -2.02, 2.02], [-0.36, -1.35, 0.81], [0.60, -1.63, 0.02], [0.30, -1.99, -1.41], [2.08, -1.55, 0.33], [-0.08, -1.47, 3.39], [1.30, -1.34, 3.55], [-0.90, -1.15, 4.42], [-0.45, -0.15, 5.34], [-1.62, 0.30, 6.20], [-0.62, -3.55, 1.97], [-0.97, -4.08, 0.75], [0.75, -4.09, 2.40], [0.99, -5.48, 1.82], [1.06, 0.75, -1.73], [-0.54, 1.25, -2.24], [0.85, 2.36, -2.47], [-0.27, 1.36, 0.16], [1.09, 2.45, 0.05], [-0.26, 4.31, -0.30], [-1.32, 3.43, -1.40], [-2.48, 4.23, 0.59], [-1.42, 3.26, 1.64], [-2.69, 1.65, -0.53], [-3.86, 2.45, 0.51], [-3.01, 1.52, 2.45], [-1.65, 0.75, 1.67], [-4.31, -0.24, 2.05], [-4.22, 0.01, 0.33], [0.95, -1.41, -2.07], [-0.74, -1.81, -1.65], [0.59, -3.02, -1.56], [2.28, -1.02, 1.24], [2.51, -0.96, -0.48], [2.58, -2.52, 0.28], [1.57, -0.45, 3.32], [0.31, -0.59, 5.99], [-0.02, 0.71, 4.83], [-2.50, 0.43, 5.59], [-1.80, -0.44, 6.97], [-1.35, 1.25, 6.67], [-1.35, -3.92, 2.69], [0.70, -4.22, 3.48], [1.57, -3.40, 2.21], [1.22, -5.46, 0.76], [1.81, -5.98, 2.34], [0.10, -6.08, 1.99], [4.61, 3.84, -7.40], [3.85, 3.35, -6.29], [2.82, 2.57, -6.64], [2.51, 2.28, -7.76], [2.21, 2.18, -5.53], [1.08, 1.34, -5.75], [5.40, 4.45, -6.98], [5.04, 3.02, -7.97], [3.99, 4.46, -8.05], [1.37, 0.42, -6.25], [0.32, 1.85, -6.33], [0.67, 1.10, -4.77]],
  "lowdin_charge": [-0.106, -0.252, -0.217, -0.204, -0.208, -0.187, -0.082, -0.466, 0.123, 0.017, -0.270, 0.185, -0.353, -0.021, -0.011, -0.553, 0.146, 0.103, -0.229, -0.057, -0.246, 0.018, -0.173, -0.084, 0.044, 0.077, 0.074, 0.074, 0.107, 0.105, 0.107, 0.103, 0.109, 0.113, 0.111, 0.112, 0.089, 0.129, 0.119, 0.062, 0.088, 0.095, 0.067, 0.079, 0.089, 0.105, 0.124, 0.120, 0.078, 0.077, 0.077, 0.165, 0.123, 0.090, 0.070, 0.073, 0.079, -0.040, 0.004, -0.629, 0.127, 0.003, -0.033, 0.092, 0.097, 0.097, 0.099, 0.100, 0.076]
}


Q: Which formula does entry 1 have?
A: C20H39B2FN4O11PS


Q: Which formula does entry 1 have?
A: C20H39B2FN4O11PS